No. 1
Computed, not measured: a 3-piece molecular cluster, C19H38BrF6NO11P2S overall, with the ωB97M-V functional and the def2-TZVPD basis.

Element x y z (Å)
O1 -4.56406 0.81582 -2.20964
C1 -4.71731 0.69519 -3.43100
Br1 -6.47070 1.00394 -4.28201
C2 -3.40301 0.23508 -4.26217
N1 -3.53788 0.46407 -5.72796
C3 -3.18065 1.86276 -6.12468
C4 -4.44353 2.79054 -6.50256
C5 -4.04551 3.65943 -7.78697
C6 -2.82131 4.65528 -7.57204
F1 -3.27312 5.94396 -8.02709
F2 -2.46846 4.85378 -6.20632
C7 -1.53673 4.32138 -8.49419
F3 -0.73602 5.49536 -8.49304
F4 -1.91542 4.06190 -9.81626
F5 -0.73825 3.28955 -7.98659
S1 -2.62696 -0.66870 -6.64386
O2 -1.15556 -0.31896 -6.71774
O3 -2.73575 -2.07349 -6.15223
F6 -3.26399 -0.66329 -8.21031
H1 -2.48605 0.77536 -3.81867
H2 -3.25387 -0.87187 -3.98410
H3 -2.54322 1.79294 -7.08214
H4 -2.59525 2.43617 -5.31485
H5 -4.86660 3.38665 -5.63345
H6 -5.26817 2.06441 -6.85372
H7 -4.95651 4.27597 -8.12628
H8 -3.86401 2.90890 -8.64180
O4 -1.68432 2.41929 0.84073
P1 -1.27715 0.98073 1.18101
O5 -2.76510 0.48152 1.71776
C8 -3.75142 0.19063 0.73363
C9 -3.43492 -1.09596 -0.00775
O6 -0.58596 1.38823 2.63433
C10 -0.12453 2.70203 2.92091
C11 -1.17935 3.46791 3.69671
O7 -0.71599 -0.61623 1.42780
C12 -0.14859 -1.11115 2.63582
C13 -1.17025 -1.30947 3.73711
H9 -3.84400 1.02784 0.03654
H10 -4.70711 0.08658 1.25339
H11 -2.52307 -0.98830 -0.60378
H12 -4.25196 -1.36611 -0.68069
H13 -3.26758 -1.91603 0.69371
H14 0.18013 3.22814 2.01401
H15 0.77201 2.60125 3.54049
H16 -2.12620 3.51640 3.15273
H17 -0.84513 4.48687 3.90536
H18 -1.39058 2.96785 4.64542
H19 0.69245 -0.49302 2.95681
H20 0.28022 -2.08866 2.39160
H21 -1.61812 -0.36782 4.05677
H22 -0.70295 -1.77327 4.60931
H23 -1.98543 -1.95009 3.39142
O8 3.29969 -3.81556 3.38220
P2 3.84150 -2.99272 4.55701
O9 4.75246 -1.97802 3.61100
C14 4.07030 -0.94510 2.91726
C15 3.59645 0.14046 3.86383
O10 5.01593 -4.09873 4.94580
C16 4.91121 -5.47647 4.61000
C17 5.67234 -5.76059 3.32893
O11 4.36802 -2.05056 5.88402
C18 5.54485 -2.29008 6.64896
C19 6.81798 -1.94116 5.90512
H24 3.23001 -1.36363 2.35279
H25 4.77280 -0.52004 2.19621
H26 2.82872 -0.24364 4.54291
H27 3.17127 0.97985 3.30759
H28 4.42013 0.50560 4.48059
H29 3.86951 -5.79726 4.54776
H30 5.36486 -6.04348 5.42854
H31 5.31180 -5.14690 2.49931
H32 5.58238 -6.81258 3.04848
H33 6.73137 -5.52165 3.45564
H34 5.56033 -3.30891 7.04025
H35 5.47247 -1.63871 7.52593
H36 6.97166 -2.57703 5.03255
H37 7.68408 -2.05502 6.56138
H38 6.78069 -0.90938 5.54647

Values from the calculation:
Highest occupied orbital energy ... -9.826 eV
Charge ... 0
Strongest force on any atom ... 9.36 eV/Å
SMILES string ... O=C(Br)CN(CCCC(F)(F)C(F)(F)F)S(=O)(=O)F.CCOP(=O)(OCC)OCC.CCOP(=O)(OCC)OCC
LUMO level ... -1.86 eV
E_tot ... -160086.88216 eV

No. 2
Computed, not measured: a 3-piece molecular cluster, C19H38Cl4FIN2O3P overall, with the ωB97M-V functional and the def2-TZVPD basis.

Element x y z (Å)
C1 -5.11193 -1.14820 -0.22940
C2 -4.20282 -0.62373 0.87707
N1 -2.83028 -0.55608 0.37194
C3 -1.96984 0.27326 1.21520
C4 -2.15932 1.79876 0.98670
C5 -1.07439 2.50811 0.16164
I1 -1.45949 2.11862 -1.90742
C6 0.29140 2.22584 0.76456
C7 1.57632 2.54848 0.00400
C8 1.89492 1.93791 -1.34691
O1 1.75673 2.98017 -2.31568
C9 2.07017 2.64735 -3.61422
C10 1.65966 1.29733 -4.15413
O2 2.64729 3.48026 -4.32037
N2 0.36263 0.91075 1.52836
C11 -0.49585 -0.22914 1.13242
C12 -0.17833 -0.98605 -0.15623
C13 1.25922 -1.33518 -0.56583
C14 2.44114 -0.98104 0.32262
F1 1.29753 -2.71710 -0.78352
P1 -0.48712 -1.40939 2.64945
C15 0.80777 -2.66495 2.41548
O3 -1.83586 -2.27517 2.38464
H1 -6.15706 -0.97834 -0.00051
H2 -4.88491 -0.62400 -1.15484
H3 -4.95806 -2.20848 -0.39307
H4 -4.23635 -1.32675 1.70250
H5 -4.57925 0.34998 1.19582
H6 -2.86212 -0.13133 -0.54660
H7 -2.33675 0.10602 2.22591
H8 -2.29255 2.33043 1.92750
H9 -3.09013 1.91652 0.44548
H10 -1.23210 3.57046 0.28148
H11 0.34898 2.95710 1.57050
H12 2.40012 2.30215 0.67401
H13 1.61578 3.62689 -0.10164
H14 2.93419 1.61654 -1.37382
H15 1.27499 1.08445 -1.60707
H16 2.52561 0.64444 -4.16825
H17 1.31728 1.46095 -5.16507
H18 0.87550 0.83062 -3.56705
H19 0.09633 1.09794 2.50095
H20 1.35474 0.68490 1.59691
H21 -0.73949 -1.90965 -0.08389
H22 -0.64760 -0.48566 -0.99905
H23 1.45278 -0.92066 -1.55050
H24 2.96272 -0.08612 -0.00159
H25 3.16927 -1.77967 0.23096
H26 2.24432 -0.88521 1.38546
H27 1.07262 -2.94577 1.40099
H28 0.44013 -3.56361 2.90363
H29 1.70983 -2.38161 2.94843
H30 -1.93142 -2.53285 1.45280
Cl1 4.46692 3.11655 1.71166
C16 5.78825 3.99214 0.88142
C17 5.62647 3.92593 -0.61594
Cl2 5.84895 2.26888 -1.23527
H31 6.72611 3.55200 1.20686
H32 5.75051 5.02628 1.21668
H33 6.37616 4.55399 -1.09244
H34 4.64163 4.26471 -0.92848
Cl3 -1.90466 -4.27509 -0.58730
C18 -3.22813 -4.89568 0.44741
C19 -4.14191 -5.82451 -0.30739
Cl4 -5.08387 -4.96593 -1.55080
H35 -3.77413 -4.04176 0.84330
H36 -2.76172 -5.42765 1.27456
H37 -4.85376 -6.27305 0.38271
H38 -3.58377 -6.61728 -0.79776

Values from the calculation:
Highest occupied orbital energy ... -12.123 eV
Charge ... +1
Strongest force on any atom ... 3.29 eV/Å
LUMO level ... -2.77 eV
E_tot ... -99632.82430 eV

No. 3
Computed, not measured: a 7-piece molecular cluster, C19H38Cl6O12 overall, with the ωB97M-V functional and the def2-TZVPD basis.

Element x y z (Å)
C1 -3.98314 -3.44878 -1.29740
C2 -3.30452 -2.42109 -2.18065
O1 -2.27397 -3.12881 -2.88988
C3 -1.64431 -2.56413 -3.91096
O2 -0.83122 -3.12792 -4.59246
O3 -2.00857 -1.27957 -4.07432
C4 -1.47857 -0.60004 -5.20162
H1 -4.32311 -4.25022 -1.95849
H2 -4.86968 -3.06114 -0.79958
H3 -3.29718 -3.89739 -0.58038
H4 -2.85917 -1.59209 -1.63462
H5 -4.04053 -2.01772 -2.87641
H6 -0.40094 -0.72777 -5.26630
H7 -1.69260 0.45854 -5.05617
H8 -1.99289 -0.90440 -6.11254
C5 -0.89407 -2.86190 4.97903
C6 -0.22530 -3.33921 3.70592
O4 1.20226 -3.34396 3.84111
C7 1.82213 -2.17848 3.90493
O5 1.35692 -1.11377 3.55228
O6 3.04477 -2.35926 4.37399
C8 3.97503 -1.28184 4.27605
H9 -1.97670 -2.83684 4.85638
H10 -0.61901 -1.83133 5.22023
H11 -0.58781 -3.47282 5.82686
H12 -0.46787 -2.76703 2.81168
H13 -0.56208 -4.36137 3.54634
H14 4.87401 -1.68732 4.73204
H15 3.69431 -0.40834 4.86492
H16 4.12637 -0.99270 3.23966
C9 1.45110 3.14731 0.60946
C10 0.69458 2.48370 1.73679
O7 -0.07349 3.46885 2.44130
C11 -1.36236 3.56991 2.14468
O8 -1.97197 2.90633 1.34603
O9 -1.87325 4.55448 2.89034
C12 -3.24757 4.82735 2.69217
H17 0.75812 3.44977 -0.17253
H18 2.16857 2.47336 0.13693
H19 2.02446 4.02255 0.91541
H20 1.36777 2.03890 2.46918
H21 0.04017 1.69294 1.37155
H22 -3.86197 3.92839 2.69838
H23 -3.40871 5.39010 1.77169
H24 -3.57772 5.45361 3.51941
C13 -1.17220 5.80876 -1.59276
C14 -0.96725 5.66261 -3.06998
O10 -0.85546 4.30638 -3.51318
C15 0.30178 3.67954 -3.29259
O11 1.33306 4.17329 -2.91613
O12 0.12479 2.40156 -3.63456
C16 1.27295 1.57264 -3.70299
H25 -0.42268 5.28879 -0.99518
H26 -2.15773 5.47277 -1.27058
H27 -1.03497 6.83696 -1.24687
H28 -0.12199 6.24657 -3.44248
H29 -1.82348 6.05485 -3.62014
H30 2.00601 1.99295 -4.39631
H31 0.99368 0.61596 -4.13655
H32 1.72668 1.41985 -2.72894
C17 0.50262 -1.35774 0.38922
Cl1 1.15468 -0.38608 -0.94905
Cl2 -1.21530 -1.07274 0.62862
H33 0.71528 -2.39964 0.18320
H34 0.99558 -1.03247 1.29888
C18 1.57832 -5.56758 0.55723
Cl3 -0.12962 -5.08146 0.55731
Cl4 2.00766 -6.32488 2.10271
H35 1.73189 -6.30264 -0.22192
H36 2.17411 -4.67219 0.43067
C19 4.45812 -2.59136 -0.77567
Cl5 5.51221 -4.00406 -0.70751
Cl6 3.66424 -2.28680 0.77881
H37 5.05940 -1.73099 -1.04739
H38 3.69724 -2.73176 -1.53629

Values from the calculation:
Highest occupied orbital energy ... -10.680 eV
Charge ... 0
Strongest force on any atom ... 1.02 eV/Å
SMILES string ... CCOC(=O)OC.CCOC(=O)OC.CCOC(=O)OC.CCOC(=O)OC.ClCCl.ClCCl.ClCCl
LUMO level ... 0.37 eV
E_tot ... -120024.71544 eV

No. 4
Computed, not measured: a 4-piece molecular cluster, C19H38FN5O6P overall, with the ωB97M-V functional and the def2-TZVPD basis.

Element x y z (Å)
C1 -1.03343 2.40310 -0.11623
N1 0.32340 2.16395 -0.68953
C2 0.36358 0.94511 -1.53926
C3 -1.00429 0.71821 -2.30281
C4 -1.37298 1.42007 -3.53907
C5 -0.36952 2.42094 -4.17216
P1 -1.00153 4.16939 -4.38308
O1 0.01330 5.05810 -3.76092
O2 -2.51048 4.43132 -3.75738
O3 -1.00730 4.51356 -6.02140
C6 -2.69191 1.09720 -4.10563
C7 -3.55689 0.09973 -3.45055
C8 -4.94956 -0.23574 -4.05402
C9 -3.08068 -0.56142 -2.24573
C10 -3.89205 -1.66781 -1.48797
N2 -1.85111 -0.21015 -1.72565
F1 -1.45550 -0.85240 -0.61284
H1 -1.72256 2.95846 -0.80713
H2 -1.46767 1.45934 0.29699
H3 -0.87406 3.08549 0.76958
H4 0.60351 2.98370 -1.23141
H5 0.68799 0.04429 -0.95983
H6 1.16289 1.12459 -2.31331
H7 -0.12975 2.02661 -5.20395
H8 0.61629 2.46915 -3.64209
H9 -3.16567 3.93811 -4.28839
H10 -1.39520 3.76954 -6.52642
H11 -2.97641 1.63974 -5.03881
H12 -5.55520 -0.94252 -3.44175
H13 -4.78869 -0.66904 -5.07483
H14 -5.55362 0.69971 -4.19389
H15 -4.99021 -1.54016 -1.63052
H16 -3.70147 -1.60333 -0.38464
H17 -3.54977 -2.69307 -1.80853
C11 0.32035 -2.93644 0.79326
C12 1.67950 -2.46420 0.35236
O4 1.98972 -2.37996 -0.83223
N3 2.57264 -2.12448 1.31724
C13 2.39023 -2.15729 2.75437
H18 -0.28211 -3.16932 -0.08378
H19 0.40933 -3.84064 1.40417
H20 -0.18108 -2.14782 1.36083
H21 3.46202 -1.81650 0.95204
H22 2.54385 -1.15028 3.14803
H23 3.13970 -2.82504 3.18438
H24 1.39902 -2.50469 3.03305
C14 -1.25774 -5.61622 4.54309
C15 0.10675 -5.14875 4.10980
O5 0.42308 -5.06031 2.92794
N4 0.99755 -4.82099 5.08027
C16 0.80931 -4.86037 6.51812
H25 -1.85841 -5.84171 3.66437
H26 -1.17101 -6.52238 5.14500
H27 -1.75957 -4.83311 5.11459
H28 1.89041 -4.51731 4.72065
H29 0.96806 -3.85707 6.91748
H30 1.55160 -5.53515 6.94767
H31 -0.18488 -5.20121 6.79207
C17 3.52009 2.41345 0.84163
C18 4.20783 3.21706 1.91536
O6 4.71453 2.69323 2.89501
N5 4.25011 4.56921 1.76211
C19 3.70943 5.36386 0.67730
H32 3.56373 1.35607 1.09594
H33 2.47197 2.70744 0.76469
H34 4.02330 2.56015 -0.11660
H35 4.72428 5.04395 2.51595
H36 4.52507 5.92211 0.21384
H37 2.98547 6.06983 1.08934
H38 3.22240 4.75110 -0.07620

Values from the calculation:
Highest occupied orbital energy ... -10.962 eV
Charge ... +1
Strongest force on any atom ... 3.45 eV/Å
LUMO level ... -4.59 eV
E_tot ... -52054.77231 eV